DFT (ωB97M-V/def2-TZVPD) results for a cluster of 2 separate species, H4NO2PS in total.

Output
Multiplicity: 1
Orbital gap, Eh: 0.3586
Charge: 0
SMILES string: NP(=O)=S.O

Last column: Löwdin charge in e.
Atoms and positions in Å:
N1 -0.28067 -1.14858 -0.21503  -0.095
O1 2.06747 0.59544 0.22051  -0.119
O2 -0.98849 1.38471 0.27537  -0.382
P1 -1.44982 0.08258 -0.15165  0.166
S1 -3.32165 -0.33047 -0.34236  0.243
H1 0.61178 -0.78054 -0.46567  0.008
H2 -0.74418 -2.05421 -0.38530  0.065
H3 2.78362 1.01483 0.82506  0.099
H4 1.32194 1.23625 0.23907  0.015